{"formula": "C5H10O2S", "method": "ωB97M-V/def2-TZVPD", "relative_energy_kj_mol": 362.3, "charge": 0, "spin_multiplicity": 1, "symbols": ["C", "C", "C", "C", "C", "H", "H", "H", "H", "H", "H", "H", "H", "H", "H", "O", "O", "S"], "coordinates": [[0.676, 1.618, 1.460], [-0.174, 0.089, 0.032], [-1.168, -0.270, 1.119], [-0.686, -0.428, -1.398], [1.418, -1.011, -1.600], [1.301, 0.836, 1.922], [-0.341, 1.844, 2.010], [1.093, 2.611, 1.198], [-2.128, 0.394, 0.951], [-0.903, -0.273, 2.220], [-1.779, -1.146, 1.046], [-1.819, 0.088, -1.823], [-1.030, -1.470, -1.143], [2.417, -0.745, -2.048], [1.099, -2.071, -1.935], [0.363, 1.301, 0.104], [0.369, -0.230, -2.278], [1.291, -1.136, 0.164]], "forces_ev_per_a": [[-1.938, 2.641, -0.530], [-0.840, -3.912, -0.424], [-3.251, 1.618, 1.069], [-3.955, 2.297, 0.859], [-0.007, -2.382, -3.581], [-0.094, 0.643, -0.065], [2.214, -0.664, -0.652], [0.640, -0.546, 1.463], [1.994, -0.143, 0.695], [0.126, 0.426, -1.512], [0.695, -1.460, -0.804], [3.723, -0.955, 1.213], [0.801, 0.499, -0.842], [-1.131, -0.086, 0.696], [1.223, 1.292, 0.203], [-0.527, 0.826, -0.075], [0.559, -0.740, 1.601], [-0.230, 0.647, 0.685]], "nbo_charge": [-0.28, 0.21, -0.71, -0.09, -0.26, 0.20, 0.18, 0.22, 0.22, 0.24, 0.24, 0.19, 0.18, 0.22, 0.18, -0.53, -0.51, 0.08]}

{"formula": "C2H6BrClP", "method": "ωB97M-V/def2-TZVPD", "relative_energy_kj_mol": 164.6, "charge": 1, "spin_multiplicity": 1, "symbols": ["C", "C", "P", "Cl", "Br", "H", "H", "H", "H", "H", "H"], "coordinates": [[1.471, 1.291, -1.273], [-1.996, -1.384, 0.894], [0.626, 1.082, 0.344], [2.252, 0.752, 1.375], [-0.334, -1.345, -0.162], [1.790, 2.256, -1.246], [0.819, 1.034, -2.206], [2.242, 0.402, -1.316], [-2.771, -1.868, 0.428], [-1.781, -1.806, 1.894], [-2.318, -0.415, 1.267]], "forces_ev_per_a": [[-1.593, -6.182, -1.516], [1.625, 1.307, 3.326], [-0.771, -0.150, -0.923], [0.495, -0.270, 0.770], [-0.381, 0.507, 0.350], [1.517, 2.694, -0.297], [0.719, 1.007, 1.812], [-0.813, 2.342, 0.089], [-1.376, -1.254, -1.597], [0.336, -0.647, -0.949], [0.241, 0.647, -1.065]], "nbo_charge": [-1.02, -0.62, 0.99, -0.15, 0.22, 0.26, 0.29, 0.27, 0.25, 0.25, 0.25]}

{"formula": "C24H39N5O3S", "method": "ωB97M-V/def2-TZVPD", "charge": 0, "spin_multiplicity": 1, "symbols": ["O", "C", "N", "H", "C", "H", "H", "C", "H", "H", "C", "N", "C", "C", "N", "C", "C", "H", "H", "H", "H", "C", "C", "C", "C", "C", "C", "C", "H", "H", "H", "H", "H", "H", "H", "H", "H", "H", "H", "H", "H", "C", "C", "C", "N", "S", "O", "O", "N", "C", "H", "H", "C", "H", "H", "C", "H", "H", "C", "H", "H", "C", "C", "H", "H", "H", "H", "H", "H", "H", "H", "H"], "coordinates": [[-5.772, -0.328, -0.747], [-4.571, -0.277, -0.556], [-3.898, 0.867, -0.371], [-2.895, 0.909, -0.198], [-4.523, 2.168, -0.435], [-4.545, 2.518, -1.476], [-5.559, 2.067, -0.096], [-3.754, 3.165, 0.425], [-3.750, 2.818, 1.459], [-4.268, 4.127, 0.393], [-2.311, 3.361, -0.061], [-1.513, 2.160, 0.161], [-0.955, 2.061, 1.508], [0.271, 2.967, 1.712], [1.323, 2.747, 0.733], [0.764, 2.844, -0.606], [-0.453, 1.930, -0.815], [-0.858, 2.068, -1.821], [-0.139, 0.886, -0.713], [1.542, 2.598, -1.330], [0.469, 3.888, -0.759], [2.086, 1.524, 0.968], [3.276, 1.455, 0.050], [3.365, 0.474, -0.930], [4.471, 0.415, -1.762], [5.492, 1.340, -1.629], [5.403, 2.329, -0.664], [4.302, 2.385, 0.171], [4.224, 3.157, 0.922], [6.195, 3.057, -0.562], [6.355, 1.292, -2.279], [4.532, -0.354, -2.518], [2.560, -0.238, -1.048], [2.439, 1.574, 2.004], [1.485, 0.611, 0.856], [0.680, 2.811, 2.713], [-0.024, 4.019, 1.630], [-1.729, 2.318, 2.234], [-0.667, 1.019, 1.662], [-1.886, 4.244, 0.438], [-2.331, 3.567, -1.134], [-3.702, -1.539, -0.525], [-2.619, -1.487, -1.608], [-1.771, -2.756, -1.558], [-1.192, -2.960, -0.245], [0.155, -2.065, 0.123], [0.785, -1.671, -1.104], [-0.119, -1.025, 1.073], [1.010, -3.243, 0.942], [1.611, -4.209, 0.042], [0.959, -4.339, -0.820], [1.703, -5.158, 0.577], [2.986, -3.631, -0.313], [2.883, -2.973, -1.174], [3.706, -4.413, -0.548], [3.382, -2.820, 0.932], [4.175, -3.313, 1.492], [3.725, -1.824, 0.655], [2.094, -2.746, 1.777], [1.846, -1.737, 2.102], [2.160, -3.394, 2.655], [-2.170, -3.001, 0.824], [-3.057, -1.753, 0.847], [-2.435, -0.896, 1.109], [-3.829, -1.870, 1.609], [-2.777, -3.901, 0.682], [-1.608, -3.093, 1.754], [-2.378, -3.637, -1.791], [-0.943, -2.691, -2.264], [-1.960, -0.632, -1.443], [-3.078, -1.387, -2.593], [-4.373, -2.379, -0.737]], "forces_ev_per_a": [[-0.465, -0.046, -0.100], [0.290, -0.523, -0.020], [0.165, 0.243, 0.062], [-0.034, -0.142, 0.012], [-0.264, 0.089, 0.100], [-0.089, 0.041, 0.072], [0.110, 0.054, -0.090], [0.156, -0.075, -0.348], [-0.036, 0.043, 0.099], [-0.026, 0.020, 0.053], [-0.240, 0.152, 0.248], [0.158, -0.080, -0.058], [0.202, 0.071, 0.217], [-0.227, 0.020, 0.018], [0.094, 0.030, 0.073], [-0.179, -0.044, -0.174], [0.344, 0.139, -0.077], [0.001, -0.062, -0.005], [0.001, 0.032, -0.104], [-0.046, 0.090, -0.057], [0.017, -0.032, -0.090], [-0.059, 0.057, -0.007], [0.038, -0.123, 0.045], [-0.023, 0.074, 0.102], [0.083, -0.049, -0.107], [0.047, -0.065, -0.104], [0.048, 0.090, 0.050], [-0.023, -0.033, -0.012], [-0.015, 0.102, 0.091], [0.061, 0.051, 0.016], [0.062, -0.002, -0.049], [0.007, -0.060, -0.075], [-0.059, -0.051, 0.009], [-0.067, -0.086, -0.030], [0.105, 0.051, 0.060], [-0.014, 0.046, 0.032], [-0.018, -0.041, 0.100], [-0.010, -0.056, 0.045], [-0.073, 0.128, 0.111], [0.039, -0.008, -0.120], [0.036, 0.042, 0.000], [-0.076, 0.234, 0.030], [-0.080, -0.373, 0.044], [0.075, 0.403, -0.604], [0.871, 0.451, -0.045], [-0.225, -0.950, 0.410], [-0.046, -0.132, -0.346], [-0.051, -0.147, 0.200], [-0.774, 0.727, -0.206], [0.186, -0.393, -0.484], [0.075, -0.257, -0.031], [-0.058, 0.021, -0.059], [-0.007, -0.084, -0.025], [0.064, -0.062, -0.022], [0.016, -0.005, -0.055], [0.024, -0.017, 0.047], [0.037, 0.061, 0.011], [0.061, -0.009, 0.030], [0.332, 0.391, 0.418], [0.123, -0.057, 0.183], [-0.033, 0.090, -0.055], [-0.219, 0.133, 0.642], [-0.027, -0.228, -0.128], [-0.088, 0.022, 0.061], [-0.005, 0.029, 0.043], [0.073, 0.008, 0.039], [-0.231, -0.152, 0.109], [0.067, 0.015, 0.038], [-0.204, -0.114, -0.121], [0.017, 0.103, -0.075], [0.025, 0.075, -0.032], [-0.020, 0.133, -0.004]], "nbo_charge": [-0.64, 0.69, -0.66, 0.44, -0.21, 0.18, 0.22, -0.41, 0.20, 0.21, -0.22, -0.49, -0.26, -0.23, -0.45, -0.24, -0.25, 0.20, 0.21, 0.22, 0.19, -0.27, 0.06, -0.26, -0.20, -0.22, -0.21, -0.22, 0.21, 0.21, 0.21, 0.21, 0.23, 0.20, 0.19, 0.20, 0.19, 0.20, 0.23, 0.18, 0.20, -0.31, -0.40, -0.23, -0.69, 2.46, -0.97, -0.97, -0.66, -0.23, 0.22, 0.20, -0.43, 0.23, 0.22, -0.43, 0.21, 0.23, -0.24, 0.23, 0.20, -0.23, -0.41, 0.22, 0.22, 0.20, 0.23, 0.20, 0.23, 0.20, 0.22, 0.22]}

{"formula": "C5H8O2", "method": "ωB97M-V/def2-TZVPD", "relative_energy_kj_mol": 83.8, "charge": 0, "spin_multiplicity": 1, "symbols": ["C", "C", "C", "C", "O", "C", "O", "H", "H", "H", "H", "H", "H", "H", "H"], "coordinates": [[1.868, -1.020, -0.571], [0.907, 0.126, -0.878], [-0.478, -0.111, -0.264], [-0.947, 0.986, 0.655], [-0.405, 2.056, 0.834], [-2.235, 0.698, 1.429], [-2.813, -0.355, 1.353], [1.976, -1.158, 0.511], [2.865, -0.834, -0.983], [1.497, -1.962, -0.992], [0.822, 0.253, -1.963], [1.306, 1.068, -0.488], [-1.266, -0.238, -1.019], [-0.521, -1.047, 0.309], [-2.577, 1.539, 2.065]], "forces_ev_per_a": [[0.039, -0.070, 0.021], [0.035, 0.086, -0.042], [0.046, 0.017, -0.020], [0.284, 0.338, -0.036], [-0.291, -0.577, -0.087], [-0.267, -0.223, 0.073], [0.150, 0.394, 0.067], [-0.014, 0.015, -0.141], [-0.142, -0.014, 0.024], [0.082, 0.105, 0.068], [-0.013, -0.010, 0.168], [-0.045, -0.153, -0.068], [0.097, 0.047, 0.073], [0.025, 0.140, -0.049], [0.016, -0.096, -0.052]], "nbo_charge": [-0.60, -0.41, -0.52, 0.49, -0.50, 0.34, -0.48, 0.20, 0.21, 0.20, 0.21, 0.23, 0.25, 0.24, 0.13]}

{"formula": "C2H6O3P", "method": "ωB97M-V/def2-TZVPD", "relative_energy_kj_mol": 240.0, "charge": -1, "spin_multiplicity": 1, "symbols": ["C", "C", "O", "O", "O", "P", "H", "H", "H", "H", "H", "H"], "coordinates": [[2.017, -0.671, 0.271], [-1.404, 0.574, 0.393], [0.968, -0.136, 1.076], [1.657, -0.130, -0.959], [0.591, 2.281, -0.019], [0.320, 0.864, -0.307], [2.956, -0.280, 0.592], [1.862, -1.693, 0.504], [0.045, 0.677, -1.644], [-1.339, 0.194, 1.341], [-2.003, -0.055, -0.181], [-1.798, 1.635, 0.368]], "forces_ev_per_a": [[-1.783, 1.756, 1.120], [0.849, 2.921, -1.918], [0.024, 0.962, -0.926], [0.368, -0.779, 0.602], [0.911, 1.473, 0.100], [-0.034, -2.129, 1.315], [1.215, 0.062, 0.320], [0.699, -1.785, -0.962], [-1.432, 0.515, -1.118], [0.166, -0.667, 2.523], [-1.093, -1.078, -1.219], [0.109, -1.250, 0.164]], "nbo_charge": [0.21, -0.98, -0.84, -0.82, -1.19, 1.98, 0.11, 0.12, -0.22, 0.21, 0.19, 0.22]}

{"formula": "C16H50O9", "method": "ωB97M-V/def2-TZVPD", "relative_energy_kj_mol": 427.8, "charge": 0, "spin_multiplicity": 1, "symbols": ["O", "H", "H", "C", "C", "O", "H", "H", "H", "H", "H", "H", "C", "C", "O", "H", "H", "H", "H", "H", "H", "C", "C", "O", "H", "H", "H", "H", "H", "H", "C", "C", "O", "H", "H", "H", "H", "H", "H", "C", "C", "O", "H", "H", "H", "H", "H", "H", "C", "C", "O", "H", "H", "H", "H", "H", "H", "C", "C", "O", "H", "H", "H", "H", "H", "H", "C", "C", "O", "H", "H", "H", "H", "H", "H"], "coordinates": [[6.117, -2.163, 2.528], [6.181, -2.919, 1.945], [6.336, -2.507, 3.393], [0.447, 0.763, -0.501], [0.534, 0.965, 1.005], [0.937, -0.185, 1.682], [-0.123, -0.119, -0.791], [1.465, 0.640, -0.871], [-0.131, 1.608, -0.876], [-0.433, 1.291, 1.386], [1.283, 1.721, 1.240], [1.885, -0.168, 1.529], [0.579, 4.209, -7.793], [-0.473, 4.958, -6.929], [-1.664, 4.328, -7.218], [0.180, 3.848, -8.741], [0.969, 3.375, -7.210], [1.363, 4.920, -8.055], [-0.481, 6.023, -7.158], [-0.343, 4.724, -5.873], [-1.910, 4.564, -8.116], [5.021, -2.409, -5.458], [6.081, -1.342, -5.259], [7.212, -1.343, -6.250], [4.340, -2.418, -4.607], [5.398, -3.429, -5.524], [4.436, -2.347, -6.376], [6.488, -1.590, -4.279], [5.593, -0.377, -5.399], [7.766, -2.099, -6.044], [-2.979, -4.557, 9.972], [-2.937, -3.805, 8.643], [-1.709, -3.226, 8.327], [-3.711, -5.362, 10.041], [-3.239, -3.845, 10.755], [-2.025, -5.048, 10.166], [-3.627, -2.964, 8.722], [-3.318, -4.288, 7.744], [-1.660, -2.819, 7.459], [6.568, 6.340, 2.544], [7.657, 6.298, 3.610], [7.671, 7.502, 4.404], [6.675, 5.491, 1.869], [6.502, 7.290, 2.014], [5.582, 6.337, 3.009], [8.600, 6.178, 3.076], [7.542, 5.500, 4.343], [7.347, 7.241, 5.269], [-4.817, -3.631, -7.102], [-3.855, -2.499, -7.203], [-4.194, -1.401, -6.371], [-4.530, -4.476, -7.728], [-5.802, -3.351, -7.477], [-4.841, -3.956, -6.062], [-3.675, -2.150, -8.219], [-2.915, -2.817, -6.752], [-3.675, -0.610, -6.534], [-7.314, 4.504, 5.432], [-7.410, 4.582, 3.890], [-6.326, 5.298, 3.357], [-7.088, 5.475, 5.871], [-6.505, 3.836, 5.729], [-8.326, 4.325, 5.795], [-8.263, 5.223, 3.667], [-7.531, 3.610, 3.411], [-5.547, 4.749, 3.470], [-2.143, -7.241, 1.672], [-0.606, -6.951, 1.892], [-0.368, -5.909, 1.059], [-2.404, -7.059, 0.630], [-2.810, -6.560, 2.199], [-2.532, -8.222, 1.945], [0.011, -7.776, 1.535], [-0.282, -6.585, 2.866], [-0.241, -5.189, 1.681]], "forces_ev_per_a": [[-0.066, 0.222, -0.069], [0.006, -0.172, -0.182], [0.048, -0.044, 0.246], [-0.268, 0.009, 0.537], [-0.508, 0.456, -0.496], [0.393, -0.722, 0.369], [0.014, -0.158, 0.344], [-0.159, 0.368, -0.529], [0.586, 0.211, -0.567], [0.015, -0.083, 0.193], [-0.258, 0.598, -0.190], [0.191, -0.696, 0.349], [0.579, 1.121, 0.751], [1.247, -1.343, -0.826], [-2.417, -0.139, -0.132], [-0.294, 0.010, 0.167], [0.161, -0.027, -0.315], [0.468, -0.280, 0.094], [-0.039, 0.149, 0.298], [0.469, 0.631, 0.030], [-0.176, -0.131, -0.067], [-0.245, -0.817, -0.748], [0.939, -0.965, -1.424], [-1.742, 0.031, 1.135], [-0.090, 0.233, 0.018], [0.542, -0.016, 0.280], [-0.058, 0.573, -0.013], [0.164, 0.962, 0.188], [0.484, 0.114, 0.542], [0.004, -0.114, 0.024], [0.454, -0.056, -0.307], [-1.811, 1.016, -0.939], [2.071, -0.122, 0.808], [-0.236, 0.165, -0.485], [0.386, -0.131, 0.153], [0.143, 0.259, 0.137], [-0.515, 0.090, 0.330], [0.018, -1.030, 0.255], [-0.508, -0.189, 0.045], [-0.688, 0.107, 0.758], [-0.229, 0.684, -0.049], [0.097, -0.211, -0.341], [-0.129, 0.133, -0.117], [0.808, -0.046, -0.252], [-0.128, -0.544, 0.161], [0.308, 0.136, 0.379], [-0.070, -0.536, -0.553], [0.031, 0.277, 0.015], [-0.657, -0.040, -0.090], [1.777, 0.702, 0.387], [-1.503, 0.290, 0.483], [0.394, 0.045, 0.069], [-0.173, 0.113, 0.373], [-0.374, -0.080, -0.071], [-0.098, -0.183, -0.196], [0.460, -0.549, -0.644], [0.177, -0.291, -0.309], [-0.270, 0.427, -0.874], [-0.340, 1.061, 1.203], [0.668, -0.090, -0.452], [0.235, 0.222, -0.408], [-0.477, -0.381, 0.328], [0.241, -0.907, 0.386], [-0.236, -0.308, -0.200], [-0.070, -0.122, 0.091], [0.249, 0.097, -0.074], [0.027, -0.312, 0.798], [-2.064, -1.720, 0.075], [1.219, 3.013, -1.308], [0.482, -0.210, -0.140], [0.373, 0.360, 0.330], [0.425, -0.270, 0.030], [-0.115, -0.412, 0.453], [-0.448, -1.091, 0.618], [0.106, 0.652, -0.859]], "mulliken_charge": [-0.64, 0.32, 0.32, -0.89, -0.32, -0.51, 0.26, 0.27, 0.30, 0.30, 0.27, 0.32, -0.82, -0.26, -0.51, 0.28, 0.23, 0.30, 0.25, 0.22, 0.30, -0.97, -0.20, -0.52, 0.30, 0.31, 0.28, 0.25, 0.26, 0.29, -0.90, -0.24, -0.54, 0.31, 0.24, 0.27, 0.22, 0.33, 0.30, -0.97, -0.19, -0.52, 0.30, 0.30, 0.27, 0.22, 0.28, 0.31, -1.00, -0.17, -0.54, 0.33, 0.28, 0.27, 0.30, 0.22, 0.30, -0.92, -0.29, -0.51, 0.27, 0.31, 0.31, 0.27, 0.27, 0.30, -0.98, -0.23, -0.50, 0.30, 0.27, 0.32, 0.17, 0.32, 0.33]}

Number 1: E_HOMO -8.522 eV, DFT total energy -20273.9373 eV. Number 2: E_HOMO -14.938 eV, DFT total energy -94016.7909 eV. Number 3: E_HOMO -7.691 eV, DFT total energy -49949.8572 eV. Number 4: E_HOMO -9.858 eV, DFT total energy -9408.9637 eV. Number 5: E_HOMO -4.239 eV, DFT total energy -17603.4861 eV. Number 6: E_HOMO -9.978 eV, DFT total energy -35825.3502 eV.